Entry w
{
  "formula": "C4H14NO3",
  "method": "wB97M-V/def2-TZVPD",
  "symbols": ["O", "H", "O", "N", "H", "C", "H", "H", "H", "C", "O", "H", "H", "H", "C", "H", "H", "H", "H", "H", "H", "C"],
  "coordinates": [[1.06997, -5.92368, 2.32344], [-1.01079, -0.05036, 2.18428], [1.44375, 3.55426, 0.85314], [0.39717, 1.01820, -0.50975], [-1.66994, 0.85820, -3.78379], [0.13084, -1.38139, -0.01217], [1.22997, 3.69410, 1.78314], [2.20287, 4.12616, 0.73279], [0.79247, -1.66548, -0.79517], [-1.20148, 0.38239, 1.17612], [-1.78071, 1.32507, -2.87478], [-1.48848, 1.40031, 1.51393], [-0.13078, -2.21039, 0.63801], [0.08071, 0.19937, -2.41619], [-0.22169, -0.09720, 0.23273], [0.71493, 1.87134, -0.02275], [-2.00474, 2.23698, -3.06630], [1.68406, -5.68146, 3.02501], [0.63234, 1.83411, -2.40541], [1.15379, -6.88061, 2.35944], [-2.25764, 0.32481, 0.84057], [0.23339, 1.06527, -1.77629]],
  "total_charge": 1,
  "orbital_gap_ev": 9.698,
  "homo_energy_ha": -0.49489,
  "lumo_energy_ev": -3.77
}

Entry x
{
  "formula": "C4H14NO3",
  "method": "wB97M-V/def2-TZVPD",
  "symbols": ["H", "H", "H", "H", "C", "H", "O", "O", "H", "H", "C", "H", "H", "C", "H", "H", "O", "N", "C", "H", "H", "H"],
  "coordinates": [[2.14924, 1.91980, 1.32874], [1.19698, 2.96553, 0.59360], [0.63459, -1.76342, -2.06659], [-0.63872, 0.22465, 1.83660], [-2.05714, -1.07520, -0.66503], [2.00820, -0.76207, 2.54964], [1.36345, 2.03708, 0.79541], [-1.69300, -2.18945, -0.93955], [-2.41064, 0.25374, 1.38793], [-3.13320, -0.83912, -0.62173], [0.52030, -0.70468, -2.01660], [2.63772, -0.89480, 1.20086], [0.58044, -0.99563, 0.06814], [-1.39483, 0.49160, 1.10280], [0.94123, 0.48387, -0.36360], [1.31757, -0.15149, -2.49420], [1.87912, -0.47818, 1.63305], [0.29954, -0.28302, -0.59797], [-1.11321, 0.07156, -0.32694], [-1.40016, 0.80816, -1.06992], [-1.26814, 1.55803, 1.23033], [-0.41933, -0.67697, -2.56497]],
  "total_charge": 1,
  "orbital_gap_ev": 11.042,
  "homo_energy_ha": -0.51763,
  "lumo_energy_ev": -3.04
}

Stability check: which of them is most stable? entry x.

Entry w
{
  "formula": "C4H8IN2",
  "method": "wB97M-V/def2-TZVPD",
  "symbols": ["I", "H", "C", "H", "H", "N", "H", "H", "N", "H", "H", "C", "C", "H", "C"],
  "coordinates": [[0.80124, -1.71591, -2.05952], [3.29407, 0.15457, 1.58247], [2.35646, 0.45751, 1.86471], [-2.37942, -1.50712, -2.45475], [1.37546, -1.55073, 1.94281], [0.33228, -0.36207, 0.69363], [-1.60905, 0.22275, 0.19417], [2.44429, 0.46947, 2.98833], [-0.87199, -0.83625, -1.24387], [-2.99641, -0.66257, -1.11997], [2.35680, 1.47811, 1.61013], [-2.18870, -0.67669, -1.86902], [-0.71756, -0.32745, -0.04030], [-2.19362, 0.18136, -2.58381], [1.29031, -0.49743, 1.52129]],
  "total_charge": 1,
  "orbital_gap_ev": 8.852,
  "homo_energy_ha": -0.49612,
  "lumo_energy_ev": -4.65
}

Entry x
{
  "formula": "C4H8IN2",
  "method": "wB97M-V/def2-TZVPD",
  "symbols": ["I", "H", "H", "H", "H", "H", "H", "C", "H", "C", "N", "C", "H", "C", "N"],
  "coordinates": [[-3.08943, -0.31968, 0.55735], [0.59683, 2.59856, -0.09356], [1.47954, -2.34149, 0.37248], [1.77701, -1.01542, -0.81489], [-1.43678, 1.98907, -1.21505], [1.72509, 0.90011, 1.25814], [0.11836, -0.88296, 1.85084], [1.00620, -1.47417, -0.15436], [0.22237, -1.78487, -0.73644], [-1.44649, -0.01772, -0.51365], [-1.02620, 1.28027, -0.64736], [0.35643, -0.58813, 0.83051], [-1.26106, -0.71553, -1.33822], [0.17125, 1.61210, -0.06156], [0.80688, 0.75987, 0.70576]],
  "total_charge": 1,
  "orbital_gap_ev": 8.173,
  "homo_energy_ha": -0.45856,
  "lumo_energy_ev": -4.30
}

Entry y
{
  "formula": "C4H8IN2",
  "method": "wB97M-V/def2-TZVPD",
  "symbols": ["C", "N", "H", "C", "H", "H", "N", "H", "H", "H", "I", "C", "H", "C", "H"],
  "coordinates": [[-1.79462, -0.44984, -0.67682], [0.71842, -0.00307, 0.27558], [-0.27402, 1.46064, 1.50545], [1.45849, 0.98116, -0.44521], [0.01086, 0.01148, 2.36423], [0.92517, 1.85230, -0.64063], [-1.19295, -1.64086, 0.11915], [-1.65403, -2.15620, 0.86474], [-1.62582, -0.72168, -1.84883], [1.60524, 0.70668, -1.45981], [-3.76190, 0.13403, -0.10097], [-0.08789, 0.44668, 1.34109], [2.46981, 1.12542, -0.10987], [-0.65396, -0.30926, 0.21937], [-0.45272, -2.33969, -0.12094]],
  "total_charge": 1,
  "orbital_gap_ev": 9.697,
  "smiles": "CN1C[C@]12[NH2+][C@H]2I",
  "homo_energy_ha": -0.50859,
  "lumo_energy_ev": -4.14
}

Entry z
{
  "formula": "C4H8IN2",
  "method": "wB97M-V/def2-TZVPD",
  "symbols": ["H", "N", "N", "H", "H", "C", "C", "H", "H", "C", "H", "H", "I", "H", "C"],
  "coordinates": [[-0.10647, -0.29603, -2.30164], [-0.82188, 0.15511, -1.66322], [0.57973, -0.91069, 0.17823], [0.44786, 1.92857, -1.02305], [2.13692, -1.39770, 1.19149], [-0.71638, -0.96250, 0.90471], [1.68864, -0.47693, 1.05160], [1.24274, -0.21243, 1.97483], [2.34596, 0.26685, 0.60727], [-0.43371, 1.33535, -0.76201], [-0.76567, -0.59586, 1.87926], [-1.42268, -1.73449, 0.55655], [-1.98304, 2.66077, -0.52098], [-1.78129, 0.24868, -1.86261], [-0.41072, -0.00870, -0.21043]],
  "total_charge": 1,
  "orbital_gap_ev": 10.370,
  "smiles": "CN1C[C@]12[NH2+][C@H]2I",
  "homo_energy_ha": -0.51437,
  "lumo_energy_ev": -3.63
}

Stability check: which of them is most stable? entry w.

Entry w
{
  "formula": "C5H9NO4",
  "method": "wB97M-V/def2-TZVPD",
  "symbols": ["H", "C", "C", "H", "H", "O", "C", "H", "H", "H", "C", "N", "O", "H", "H", "H", "O", "O", "C"],
  "coordinates": [[-0.53646, 2.72355, 0.81557], [2.03452, 0.15047, -0.21029], [1.31166, -0.67926, 0.86812], [-1.85787, -0.24605, -1.78997], [-2.36095, -1.68525, -0.90905], [-0.86246, 1.82243, 1.01308], [-0.10561, -1.20606, 0.31964], [-1.92092, -0.10790, 1.00519], [0.11932, -1.87465, -0.56275], [-0.59044, -1.98677, 0.97064], [-1.32299, -0.21477, 0.14106], [-2.20785, -0.65596, -0.89360], [2.20038, 1.43207, -0.08985], [1.41587, -0.18671, 1.89252], [2.20492, 1.77313, -1.01388], [1.87805, -1.55530, 1.10678], [-0.75939, 1.66749, -1.24979], [2.34292, -0.31940, -1.25264], [-0.98271, 1.14894, -0.16077]],
  "total_charge": 0,
  "orbital_gap_ev": 10.172,
  "smiles": "N[C@@H](CCC(=O)O)C(=O)O",
  "homo_energy_ha": -0.34933,
  "lumo_energy_ev": 0.67
}

Entry x
{
  "formula": "C5H9NO4",
  "method": "wB97M-V/def2-TZVPD",
  "symbols": ["C", "H", "H", "H", "H", "N", "H", "O", "C", "C", "H", "O", "H", "C", "C", "H", "O", "H", "O"],
  "coordinates": [[1.55429, -0.39242, -1.29073], [-0.90259, 0.38875, -1.60253], [4.55134, 0.26716, 1.35360], [4.25408, 1.05038, -0.23200], [-0.31297, 1.87374, -2.38927], [1.19090, 0.46709, -2.13482], [-0.49955, 0.39594, -3.34139], [2.82634, -0.82891, -1.30435], [3.83345, 0.38670, 0.53296], [0.63111, -1.00406, -0.23292], [2.34351, -2.61144, 0.42710], [0.34862, -2.44459, -0.33763], [4.47117, -1.48069, -0.37753], [-0.20141, 0.78155, -2.35607], [3.54968, -0.96888, -0.07011], [2.91274, 0.84080, 0.92009], [2.82288, -1.74035, 0.83337], [0.60525, -2.78105, -1.20608], [0.01328, -0.36118, 0.57311]],
  "total_charge": 0,
  "orbital_gap_ev": 10.472,
  "smiles": "C/N=C(/O[C@@H](C)O)C(=O)O",
  "homo_energy_ha": -0.36989,
  "lumo_energy_ev": 0.41
}

Entry y
{
  "formula": "C5H9NO4",
  "method": "wB97M-V/def2-TZVPD",
  "symbols": ["H", "O", "H", "H", "H", "H", "C", "C", "C", "C", "O", "H", "N", "H", "C", "O", "O", "H", "H"],
  "coordinates": [[1.98456, 0.86777, 0.66919], [-1.39397, -0.07243, -2.09043], [0.51001, -1.64754, 1.46251], [1.04582, -0.07904, 3.44993], [2.35724, -1.46612, 1.06384], [-2.44647, 1.73660, -2.11472], [1.41062, -1.02161, 1.56916], [-2.59066, 0.71731, -2.30608], [0.39304, 0.12737, -0.60098], [1.79708, -0.67193, 2.98035], [2.78818, -1.10724, 3.54504], [-3.41693, 0.37402, -1.72335], [-0.87507, -0.14441, -0.73010], [-2.80231, 0.74157, -3.37909], [0.99181, 0.30466, 0.72537], [0.99511, 0.65465, -1.67659], [-1.51019, -0.65111, 0.21276], [0.42735, 0.42141, -2.48906], [0.33479, 0.91606, 1.43225]],
  "total_charge": 0,
  "orbital_gap_ev": 8.873,
  "smiles": "CO/[N+]([O-])=C(\\O)CCC=O",
  "homo_energy_ha": -0.30869,
  "lumo_energy_ev": 0.47
}

Entry z
{
  "formula": "C5H9NO4",
  "method": "wB97M-V/def2-TZVPD",
  "symbols": ["H", "H", "C", "O", "C", "H", "H", "O", "O", "H", "H", "C", "H", "H", "C", "O", "C", "N", "H"],
  "coordinates": [[0.22674, -2.68647, -0.14051], [3.44169, 0.55918, -0.11661], [1.71248, -0.37883, 0.26550], [-2.74333, -0.41594, -0.59876], [-0.49442, 0.53192, -0.46449], [-0.65853, 2.68132, 0.16029], [0.98601, 1.91901, -0.21774], [2.60874, 0.18441, -0.54821], [1.87417, -0.50035, 1.42311], [0.69469, -0.99948, -1.56639], [-3.35312, -0.74827, 0.00526], [-1.85889, 0.16212, 0.20726], [0.40952, 1.57537, 1.04631], [-0.72636, 0.46216, -1.73153], [0.42423, -0.75577, -0.43022], [-2.02389, 0.22334, 1.46387], [0.03898, 1.78565, 0.13707], [-0.25367, -1.84008, 0.14381], [-0.30505, -1.75930, 0.96199]],
  "total_charge": 0,
  "orbital_gap_ev": 10.296,
  "smiles": "C[C@H](C(=O)O)[C@H](N)C(=O)O",
  "homo_energy_ha": -0.35869,
  "lumo_energy_ev": 0.54
}

Stability check: which of them is most stable? entry w.